# C27H40N2O9

7 unconnected molecules or ions with the total composition C27H40N2O9 at a distorted geometry (ωB97M-V with the def2-TZVPD basis set, OMol25).

```
78
C27H40N2O9 (ωB97M-V with the def2-TZVPD basis set)
O -17.4014 -17.2804 -15.5666
N -16.5099 -17.9396 -16.0441
O -16.2479 -18.0192 -17.2272
C -15.7119 -18.7672 -15.1355
C -14.9232 -19.7800 -15.6758
C -14.2741 -20.6562 -14.8136
C -14.4395 -20.5025 -13.4493
C -15.2791 -19.5415 -12.9054
C -15.9029 -18.6473 -13.7480
H -14.7040 -19.8101 -16.7332
H -13.6499 -21.4736 -15.1486
H -13.9588 -21.2035 -12.7740
H -15.4357 -19.5069 -11.8358
H -16.5239 -17.8071 -13.4652
O -10.2361 -20.0071 -16.7864
N -9.6305 -18.9950 -16.4820
O -8.6120 -18.6182 -17.0146
C -10.1791 -18.2089 -15.3813
C -11.3571 -18.5675 -14.7788
C -11.7411 -17.9697 -13.5879
C -10.9352 -17.0319 -12.9970
C -9.7109 -16.6719 -13.5747
C -9.3784 -17.1990 -14.8142
H -12.0388 -19.2210 -15.3076
H -12.6147 -18.3694 -13.0895
H -11.1781 -16.7163 -11.9876
H -9.1171 -15.8372 -13.2294
H -8.4268 -16.9185 -15.2438
C -16.5122 -23.5206 -13.9666
C -17.7037 -23.7793 -13.1077
C -18.7333 -22.6446 -12.9790
O -18.0024 -24.8764 -12.6832
H -16.8149 -23.4635 -15.0123
H -15.8074 -24.3367 -13.8209
H -16.0858 -22.5702 -13.6475
H -18.2207 -21.6968 -12.8149
H -19.3608 -22.8844 -12.1225
H -19.3640 -22.6614 -13.8659
C -9.4182 -25.5825 -14.2419
C -10.6826 -24.7907 -14.4246
C -10.8881 -23.5556 -13.5982
O -11.4689 -25.0773 -15.2939
H -8.8399 -25.7213 -15.1539
H -9.6968 -26.5564 -13.8322
H -8.7151 -25.1143 -13.5496
H -9.9551 -23.0075 -13.4583
H -11.3162 -23.7387 -12.6150
H -11.5914 -22.9225 -14.1370
C -19.9813 -15.5473 -13.1665
C -19.5814 -14.2928 -12.4431
C -20.5277 -13.6708 -11.4446
O -18.5060 -13.7795 -12.6543
H -19.1936 -15.8199 -13.8701
H -20.8617 -15.3358 -13.7854
H -20.2211 -16.4464 -12.5993
H -21.1439 -12.9130 -11.9353
H -19.9250 -13.1582 -10.6997
H -21.2115 -14.4078 -11.0247
C -15.2331 -17.4100 -20.2778
C -16.4015 -17.1426 -21.1770
C -17.2522 -18.3172 -21.5727
O -16.7375 -16.0141 -21.4406
H -15.4024 -16.9641 -19.2999
H -14.3222 -16.9838 -20.7076
H -14.9849 -18.4606 -20.1178
H -17.8059 -18.7075 -20.7133
H -16.6445 -19.1315 -21.9724
H -18.0338 -18.0714 -22.2914
C -12.1922 -24.1791 -10.2162
C -13.5472 -24.2690 -10.9007
C -14.5531 -25.2484 -10.3293
O -13.8018 -23.6139 -11.8838
H -12.2484 -24.6447 -9.2331
H -11.8240 -23.1606 -10.1259
H -11.5049 -24.7736 -10.8215
H -14.6839 -25.1094 -9.2601
H -14.2127 -26.2469 -10.6060
H -15.4835 -25.0337 -10.8557
```

Output
Highest occupied orbital energy in eV: -9.32
Total charge: 0
F_max in eV Å⁻¹: 1.97
Orbital gap in eV: 8.6

---

# C27H41AsF3N2O11PRuSSi2Te

A molecular structure, C27H41AsF3N2O11PRuSSi2Te at a distorted geometry (ωB97M-V with the def2-TZVPD basis set, OMol25).

```
91
C27H41AsF3N2O11PRuSSi2Te (ωB97M-V with the def2-TZVPD basis set)
Ru -0.1192 -0.6737 0.0096
O -2.5286 2.0517 -2.8572
C -1.5893 1.7391 -1.9391
O -1.7806 0.8898 -1.1133
C -0.3676 2.6188 -2.0991
O 0.4145 2.6027 -0.9538
C -0.1221 3.3963 0.1040
C -0.0938 2.5159 1.3510
O 0.8276 2.6919 2.1811
O -1.0330 1.6981 1.3782
H -3.2553 1.4301 -2.7143
H -0.7104 3.6257 -2.3530
H 0.2114 2.2340 -2.9381
H -1.1667 3.6271 -0.1148
H 0.4627 4.3125 0.2181
C -1.4946 0.2004 5.5187
C -0.9239 0.8426 4.2691
O -0.3939 -0.1881 3.4035
P -1.1952 -0.6674 2.0467
O -2.6397 -0.3635 2.2033
Te 1.7753 -0.9939 1.6419
O -0.9652 -2.3135 2.3416
C -1.9242 -3.0563 3.0906
C -1.3006 -3.5470 4.3866
H -1.8385 0.9802 6.2041
H -0.7468 -0.4098 6.0357
H -2.3453 -0.4355 5.2603
H -0.1078 1.5231 4.5021
H -1.6875 1.4099 3.7525
H -2.2448 -3.9078 2.4791
H -2.8021 -2.4387 3.2852
H -0.4205 -4.1616 4.1783
H -2.0185 -4.1432 4.9582
H -0.9889 -2.6951 4.9927
C 4.0351 3.4581 0.6650
Si 4.2964 1.8383 -0.2091
C 6.0122 1.1911 0.2057
C 4.2805 2.1725 -2.0544
As 2.9552 -0.1226 -0.3241
Si 3.0989 -0.0180 3.5682
C 4.6413 -1.0505 3.3379
C 3.5181 1.7787 3.5951
C 2.2743 -0.5395 5.1503
H 4.0657 4.2635 -0.0752
H 4.8262 3.6309 1.4034
H 3.0644 3.4912 1.1649
H 6.7784 1.8891 -0.1449
H 6.1653 0.2263 -0.2920
H 6.1445 1.0338 1.2821
H 5.1343 2.7760 -2.3770
H 3.3532 2.6836 -2.3340
H 4.2938 1.2207 -2.5970
H 5.0024 -0.9845 2.3081
H 4.4328 -2.1047 3.5517
H 5.4336 -0.7074 4.0125
H 4.3655 1.9809 2.9360
H 3.7794 2.0775 4.6156
H 2.6645 2.3730 3.2464
H 1.7219 -1.4746 5.0172
H 1.5705 0.2228 5.4930
H 3.0400 -0.6868 5.9202
F 3.1049 -7.7119 0.5435
C 2.8572 -6.6932 1.3879
F 2.1081 -7.1743 2.3915
F 4.0338 -6.2966 1.8958
C 2.1725 -5.5602 0.6775
C 2.8927 -4.7717 -0.1959
C 2.2601 -3.6801 -0.7727
N 1.0026 -3.3459 -0.4934
C 0.2928 -4.1787 0.2596
C 0.8393 -5.2942 0.8837
H 3.9313 -4.9856 -0.4155
H 2.7787 -3.0327 -1.4702
H -0.7476 -3.9145 0.3943
H 0.2326 -5.9240 1.5200
O -1.5917 -2.0023 -1.2720
C -0.7705 -1.9498 -2.1876
N 0.1597 -0.9765 -2.2446
S 1.0704 -1.1074 -3.5965
O 2.4565 -1.3848 -3.3448
O 0.7814 -0.0458 -4.5237
C 0.2872 -2.5811 -4.2007
C 0.5389 -3.3092 -5.3467
C -0.2650 -4.4153 -5.5904
C -1.2850 -4.7612 -4.7101
C -1.5221 -4.0073 -3.5657
C -0.7161 -2.9128 -3.3302
H 1.3348 -3.0272 -6.0245
H -0.0953 -5.0139 -6.4772
H -1.9004 -5.6274 -4.9215
H -2.3122 -4.2556 -2.8671
```

Output
Expectation value of S²: 0.80
Highest occupied orbital energy (spin up / spin down) in eV: -4.58 / -4.63
Total charge: -1
2S+1: 2
F_max in eV Å⁻¹: 1.55
Orbital gap (spin up / spin down) in eV: 6.1 / 6.3

---

# C27H41BrN2P2Pt

A molecular structure, C27H41BrN2P2Pt at a distorted geometry (ωB97M-V with the def2-TZVPD basis set, OMol25).

```
74
C27H41BrN2P2Pt (ωB97M-V with the def2-TZVPD basis set)
C -4.7433 -4.2244 -1.1512
C -4.9155 -2.8720 -1.5197
C -6.0833 -2.5117 -2.2209
C -7.0623 -3.4978 -2.4178
N -6.9222 -4.7517 -1.9833
C -5.8020 -5.1143 -1.3633
C -3.8292 -1.9550 -1.2688
C -2.5099 -1.9991 -1.3563
C -1.4034 -2.6802 -1.9020
C -0.2915 -2.9721 -1.0710
C 0.9597 -2.9520 -1.6739
C 0.9360 -2.2645 -2.9031
C -0.0547 -2.5510 -3.8891
C -1.3114 -2.6678 -3.3254
Pt -3.0657 -0.1646 -0.7522
P -3.0284 0.8466 1.3483
H -6.2325 -1.5165 -2.6385
H -3.8169 -4.5786 -0.7080
H -7.9990 -3.2613 -2.9312
H -5.7397 -6.1486 -1.0176
H -2.2322 -2.6632 -3.9114
H -0.4646 -3.1736 -0.0082
H 0.1606 -2.5810 -4.9606
H 1.8936 -3.2637 -1.2103
C -2.0300 2.3769 1.6151
C -2.5931 3.3293 2.6754
H -1.9642 2.8758 0.6373
H -1.0058 2.0677 1.8773
H -1.8014 4.0057 3.0232
H -3.3863 3.9562 2.2501
H -2.9879 2.8108 3.5602
C -4.7972 1.2485 1.6585
C -5.5132 0.5623 2.8169
H -5.2775 0.9354 0.7185
H -4.9172 2.3400 1.7194
H -6.5841 0.7850 2.7347
H -5.4038 -0.5272 2.7679
H -5.1831 0.9132 3.8024
C -2.3403 -0.2869 2.6257
C -2.1525 0.3156 4.0233
H -1.3721 -0.6279 2.2182
H -2.9996 -1.1668 2.6652
H -1.6521 -0.4116 4.6791
H -1.5207 1.2140 4.0088
H -3.1154 0.5658 4.4939
Br 1.5170 -0.5042 -2.8113
P -2.8974 1.2652 -2.4027
C -3.1185 2.9744 -1.8245
C -3.3178 4.0763 -2.8613
H -2.1773 3.1630 -1.2837
H -3.9244 2.9749 -1.0755
H -3.6974 4.9682 -2.3443
H -2.3641 4.3466 -3.3280
H -4.0411 3.8077 -3.6378
C -1.2764 1.4564 -3.2296
C -1.1948 2.1345 -4.5969
H -0.8783 0.4329 -3.2848
H -0.6466 1.9849 -2.5058
H -0.2597 1.8220 -5.0731
H -2.0169 1.8477 -5.2601
H -1.1746 3.2295 -4.5299
C -4.0514 0.5979 -3.6355
C -5.0523 1.5767 -4.2435
H -4.5811 -0.2284 -3.1512
H -3.4183 0.1516 -4.4120
H -5.8949 1.0120 -4.6542
H -5.4439 2.2919 -3.5004
H -4.5669 2.1068 -5.0827
C 1.6201 0.3314 0.9343
C 0.3848 0.2921 0.2066
N -0.6244 0.3289 -0.3666
H 2.3624 -0.3035 0.4305
H 1.4577 -0.0335 1.9584
H 1.9841 1.3692 0.9660
```

Output
Expectation value of S²: 6.05
Highest occupied orbital energy (spin up / spin down) in eV: -18.67 / -21.15
Total charge: +4
2S+1: 5
F_max in eV Å⁻¹: 4.51
Orbital gap (spin up / spin down) in eV: 5.3 / 6.0

---

# C27H41Cl2N4O4V

A molecular structure, C27H41Cl2N4O4V at a distorted geometry (ωB97M-V with the def2-TZVPD basis set, OMol25).

```
79
C27H41Cl2N4O4V (ωB97M-V with the def2-TZVPD basis set)
O 0.7916 -1.4376 -0.1019
C 1.7071 -2.3283 0.4730
C 1.0720 -3.7170 0.6664
C -0.2974 -3.9358 0.5154
H -0.9376 -3.1006 0.2246
C -0.8418 -5.1973 0.7924
H -1.9153 -5.3508 0.6584
C -0.0210 -6.2282 1.2562
H -0.4494 -7.2001 1.5090
C 1.3558 -6.0133 1.4049
H 2.0073 -6.8102 1.7726
C 1.8970 -4.7701 1.0823
H 2.9685 -4.5733 1.1878
H 2.5497 -2.4584 -0.2293
C 3.4000 -0.7588 1.6110
C 2.3079 -1.7635 1.7636
H 3.9826 -0.6835 2.5374
H 2.9691 0.2353 1.4193
H 4.0747 -1.0147 0.7810
C 1.7286 -2.0616 2.9342
C 1.9633 -1.3328 4.2095
H 1.0157 -2.8887 2.9848
H 2.3326 -2.0215 4.9809
H 1.0184 -0.9150 4.5766
H 2.6775 -0.5065 4.1154
V -0.1516 0.1753 0.1205
Cl -2.1245 -0.8532 0.7001
Cl 0.4728 0.9592 2.1254
H -1.7683 -3.7936 -3.7856
H -3.5440 -2.0700 -3.3776
C -1.3974 -3.4920 -2.7971
C -3.0007 -1.6091 -2.5455
N -1.6179 -2.0686 -2.5941
H -0.3243 -3.7024 -2.7330
C -0.5802 -1.2343 -2.4917
O -0.6511 -0.0655 -2.0286
H -3.0358 -0.5217 -2.6344
H 0.3841 -1.6475 -2.8393
H -1.9229 -4.0713 -2.0273
H -3.4603 -1.9168 -1.5987
H 3.5607 3.5074 -2.1731
H 3.8712 1.7328 -4.1238
C 3.8351 2.6506 -1.5420
C 3.9333 0.9591 -3.3451
N 3.3108 1.4162 -2.1104
H 3.4490 2.7953 -0.5321
C 2.1783 0.8539 -1.6600
O 1.5804 1.2426 -0.6233
H 3.4286 0.0528 -3.6941
H 1.7974 0.0168 -2.2653
H 4.9279 2.5781 -1.5264
H 4.9934 0.7368 -3.1666
C -0.9489 7.6926 3.5214
C -1.9393 7.6170 2.3766
N -2.3126 6.2617 1.9397
C -3.5913 5.7467 2.4611
C -4.7818 6.4762 1.8616
C -1.3443 5.4715 1.3547
O -0.1458 5.7376 1.4196
C -1.7911 4.2726 0.5482
C -2.9661 4.2368 -0.2098
C -3.3043 3.0515 -0.8606
C -2.4149 1.9716 -0.7931
N -1.2407 2.0221 -0.1470
C -0.8928 3.1962 0.4372
H -1.3144 7.1610 4.4066
H -0.8042 8.7441 3.7898
H 0.0128 7.2782 3.2063
H -2.8786 8.1020 2.6546
H -1.5104 8.1385 1.5067
H -3.6485 4.6724 2.2670
H -3.5886 5.8885 3.5535
H -4.7420 6.4512 0.7696
H -5.7030 5.9828 2.1805
H -4.8141 7.5204 2.1836
H -3.5780 5.1330 -0.3079
H -4.2374 2.9249 -1.4017
H -2.6503 1.0188 -1.2588
H 0.1020 3.2421 0.8706
```

Output
Expectation value of S²: 3.77
Highest occupied orbital energy (spin up / spin down) in eV: -1.54 / -4.72
Total charge: -1
2S+1: 4
F_max in eV Å⁻¹: 2.86
Orbital gap (spin up / spin down) in eV: 3.9 / 7.1

---

# C27H41F12N2O17P3S2

5 unconnected molecules or ions with the total composition C27H41F12N2O17P3S2 at a distorted geometry (ωB97M-V with the def2-TZVPD basis set, OMol25).

```
104
C27H41F12N2O17P3S2 (ωB97M-V with the def2-TZVPD basis set)
C -0.4826 2.6983 -1.2932
C -1.1642 1.7284 -0.3311
P -2.9707 1.7699 -0.6187
C -3.5345 3.4392 -0.0371
C -3.6860 0.4474 0.5700
C -3.5044 0.9826 1.9933
P -3.5934 -0.1625 3.4355
O -3.3308 -1.5640 3.1505
O -4.9896 0.0998 4.1628
O -2.5361 0.4294 4.4971
O -2.8471 -0.6893 0.3300
S -3.3913 -1.5765 -0.8667
O -3.6137 -2.8994 -0.4072
O -2.6293 -1.4541 -2.0587
O -4.7096 -0.7085 -1.1290
C -5.0833 0.0447 0.0733
C -6.0057 1.1793 -0.3300
C -7.1443 0.7919 -1.2879
S -8.8113 0.6619 -0.5804
C -9.1170 2.2597 0.0288
N -10.2938 2.8007 -0.0693
N -10.2002 4.0333 0.5783
C -8.9869 4.1282 0.9914
O -8.2286 3.0404 0.6871
P -5.9299 -1.2934 1.1300
C -6.9043 -2.3270 -0.0221
O -7.0572 -0.4467 1.9997
H 0.5899 2.5403 -1.2383
H -0.6942 3.7374 -1.0531
H -0.7740 2.5017 -2.3228
H -0.8469 0.7151 -0.5602
H -0.8805 2.0185 0.6837
H -2.7110 4.0075 0.3861
H -3.9247 3.9483 -0.9127
H -4.3609 3.3786 0.6654
H -4.1709 1.8211 2.1763
H -2.4907 1.3812 2.0409
H -5.0958 1.0414 4.3456
H -1.7471 0.7483 4.0451
H -5.4654 1.9962 -0.8000
H -6.4357 1.5845 0.5834
H -6.9727 -0.1398 -1.8121
H -7.2080 1.5608 -2.0525
H -8.5432 4.9402 1.5344
H -7.5546 -2.9123 0.6258
H -7.5518 -1.8120 -0.7263
H -6.2666 -3.0214 -0.5577
H -7.1739 -0.9598 2.8056
C 6.5690 0.5620 0.0151
C 6.2780 2.0193 -0.2720
O 4.8555 2.2601 -0.3450
C 4.1999 2.3030 0.7972
O 4.6432 2.1866 1.9001
C 2.7086 2.5453 0.5061
F 2.2793 1.7079 -0.4518
F 2.5033 3.7993 0.0846
F 1.9658 2.3521 1.5918
H 6.0842 -0.0662 -0.7192
H 7.6428 0.3798 -0.0054
H 6.1895 0.2716 0.9942
H 6.6702 2.2983 -1.2470
H 6.7319 2.6801 0.4642
C 2.0120 -4.4636 -2.9361
C 2.6600 -3.0982 -3.0096
O 3.7799 -2.9843 -2.1019
C 4.9013 -3.5767 -2.4746
O 5.0989 -4.1825 -3.4838
C 5.9810 -3.3480 -1.4003
F 5.5173 -3.6283 -0.1781
F 6.3798 -2.0623 -1.4001
F 7.0453 -4.1081 -1.6207
H 1.7130 -4.6867 -1.9115
H 1.1307 -4.4966 -3.5752
H 2.6985 -5.2455 -3.2566
H 1.9579 -2.3307 -2.6930
H 2.9837 -2.8547 -4.0209
C 9.0182 5.4783 4.8370
C 10.2378 5.7401 3.9806
O 10.1274 5.1133 2.6855
C 9.3343 5.7121 1.8139
O 8.7098 6.7163 1.9776
C 9.3451 4.9306 0.4877
F 9.1436 3.6217 0.6936
F 10.5227 5.0751 -0.1307
F 8.3939 5.3688 -0.3300
H 8.8437 4.4062 4.9317
H 9.1601 5.9030 5.8300
H 8.1246 5.9197 4.3992
H 11.1211 5.2992 4.4362
H 10.4261 6.8058 3.8560
C -3.5070 -5.7998 -2.1531
C -2.3504 -6.0901 -1.2247
O -1.6444 -7.2963 -1.5967
C -0.8318 -7.2015 -2.6323
O -0.6052 -6.2280 -3.2878
C -0.1495 -8.5604 -2.8782
F -1.0421 -9.5557 -2.8987
F 0.7347 -8.8150 -1.9039
F 0.4987 -8.5582 -4.0377
H -4.1888 -6.6508 -2.1963
H -4.0485 -4.9252 -1.7998
H -3.1638 -5.6048 -3.1682
H -2.7144 -6.2697 -0.2163
H -1.6514 -5.2564 -1.1779
```

Output
Highest occupied orbital energy in eV: -8.56
Total charge: 0
F_max in eV Å⁻¹: 1.83
Orbital gap in eV: 8.3